1.
The following is a quantum chemistry calculation of a structure of composition C46H43As2CuN2O4 in a non-equilibrium geometry, from the OMol25 dataset.

Element x y z (Å)
Cu  -0.64567  0.94930  0.32971
C  -1.60876  4.42885  2.23585
C  -0.93664  3.08804  2.11328
O  -0.49013  2.78602  0.98567
C  -0.81965  2.22948  3.27420
C  -0.98470  2.79289  4.55684
C  -0.83453  2.04905  5.69662
C  -0.52101  0.68451  5.59077
C  -0.35232  0.09948  4.36424
C  -0.51464  0.83775  3.16991
O  -0.40167  0.17704  2.05188
H  -1.82281  4.79597  1.23504
H  -0.94674  5.14426  2.72705
H  -2.52588  4.35768  2.81730
H  -1.19194  3.85054  4.64362
H  -0.94194  2.51234  6.66708
H  -0.40177  0.08892  6.48642
H  -0.11063  -0.95104  4.26859
O  -5.83996  3.68205  -3.18984
C  -6.00242  3.14969  -1.89619
C  -4.73904  2.44857  -1.49083
C  -4.57138  1.98088  -0.18828
C  -3.38424  1.38106  0.15281
N  -2.36102  1.23068  -0.70781
C  -2.53019  1.63525  -1.96736
C  -3.70784  2.23948  -2.39157
C  -1.40645  1.50784  -2.92967
C  -1.60155  0.91939  -4.16931
C  -0.57230  0.96194  -5.09752
C  -0.74401  0.39180  -6.48280
O  -1.26509  1.35718  -7.38288
C  0.59632  1.61762  -4.73390
C  0.71231  2.13998  -3.45551
N  -0.26407  2.07822  -2.55179
H  -6.59308  4.24058  -3.40326
H  -6.82317  2.42205  -1.86386
H  -6.22528  3.92902  -1.15978
H  -5.35704  2.07890  0.54944
H  -3.22784  0.99482  1.15499
H  -3.80936  2.57133  -3.41400
H  -2.53841  0.42953  -4.40535
H  -1.47102  -0.41850  -6.46743
H  0.20984  -0.00959  -6.83888
H  -0.66438  2.10881  -7.42382
H  1.41830  1.71455  -5.43273
H  1.62464  2.62530  -3.13704
C  1.26719  -2.52370  0.41400
C  0.32091  -1.89362  -0.61303
As  0.83806  -1.73046  -2.52175
C  1.23791  -3.62286  -2.78118
C  0.17606  -4.40786  -3.22851
C  0.32957  -5.77509  -3.40489
C  1.55662  -6.37102  -3.14974
C  2.62368  -5.59551  -2.71929
C  2.46537  -4.22890  -2.53249
C  2.61295  -0.94893  -2.39274
C  2.84568  0.09077  -1.49950
C  4.03462  0.80295  -1.51772
C  5.01453  0.48375  -2.44541
C  4.79287  -0.54473  -3.35132
C  3.59778  -1.24904  -3.33208
As  2.52424  -1.35051  1.39349
C  4.28966  -2.02955  0.87082
C  5.37286  -1.17660  1.05471
C  6.65930  -1.58824  0.73635
C  6.87245  -2.85340  0.20890
C  5.79880  -3.71335  0.02983
C  4.51469  -3.30652  0.36812
C  2.54161  -2.20126  3.15952
C  1.74535  -3.27781  3.53696
C  1.86979  -3.83906  4.80334
C  2.78655  -3.32645  5.70647
C  3.57479  -2.24200  5.34328
C  3.44718  -1.68159  4.08291
H  1.85023  -3.32565  -0.03639
H  0.63395  -2.97221  1.17783
H  -0.08751  -0.92092  -0.27169
H  -0.58740  -2.50014  -0.66010
H  -0.77962  -3.94184  -3.44508
H  -0.50401  -6.37363  -3.74837
H  1.68220  -7.43676  -3.28807
H  3.58494  -6.05550  -2.52746
H  3.30669  -3.63678  -2.19645
H  2.07921  0.38321  -0.78823
H  4.18702  1.61219  -0.81460
H  5.94515  1.03532  -2.46744
H  5.55356  -0.79855  -4.07828
H  3.42956  -2.03062  -4.06371
H  5.20834  -0.17761  1.44367
H  7.49422  -0.91589  0.88796
H  7.87204  -3.17001  -0.05878
H  5.96100  -4.70786  -0.36771
H  3.69760  -4.00840  0.26139
H  1.02243  -3.70270  2.85429
H  1.25247  -4.68464  5.07902
H  2.88978  -3.76900  6.68846
H  4.29219  -1.83532  6.04457
H  4.06084  -0.82895  3.81369

**Frontier orbital gap (alpha / beta)**: 7.387 / 5.207 eV
**Charge**: +1
**2S+1**: 2
**Energy**: -8300.9475 hartree
**Energy above the lowest of the compared OMol25 structures with the same formula, charge and spin**: 0.000 eV
**Max |F|**: 1.07 eV/A



2.
The following is a quantum chemistry calculation of a cluster of 10 separate species, C51H130N10O19 in total in a non-equilibrium geometry, from the OMol25 dataset.

Element x y z (Å)
C  -5.06664  -2.51843  5.89388
O  -4.28335  -1.38949  6.19107
C  -4.05918  -1.21582  7.58480
C  -2.93004  -0.15637  7.81663
N  -3.14335  1.04624  7.04030
C  -1.77351  1.69678  6.81661
C  -1.91864  3.07788  6.14066
O  -2.38017  4.14943  6.99478
C  -1.49300  4.39064  8.10674
H  -5.10328  -2.56376  4.80543
H  -6.07701  -2.61141  6.29213
H  -4.62587  -3.38960  6.37851
H  -3.73618  -2.15482  8.03431
H  -5.03146  -0.92266  7.98083
H  -2.03041  -0.72765  7.58773
H  -2.98690  0.17750  8.85268
H  -3.52681  0.70914  6.16885
H  -1.26016  1.09611  6.06577
H  -1.02407  1.76805  7.60487
H  -2.72321  3.04154  5.40620
H  -0.96285  3.36674  5.70348
H  -1.58636  3.54296  8.78558
H  -1.68983  5.35568  8.57370
H  -0.45911  4.42366  7.76312
C  6.66260  -2.48863  6.33757
O  6.40089  -3.55323  7.27476
C  7.58427  -4.01344  7.95666
C  7.06017  -5.10783  8.87387
N  6.40050  -4.42454  9.99799
C  5.72571  -5.37983  10.89476
C  4.76102  -4.64027  11.81495
O  3.77602  -4.04248  10.96552
C  3.00770  -2.97005  11.49925
H  7.41096  -2.74340  5.58713
H  6.91177  -1.54322  6.81945
H  5.78773  -2.30529  5.71380
H  8.04664  -3.20598  8.52440
H  8.34093  -4.35800  7.25179
H  7.89261  -5.75929  9.13986
H  6.39138  -5.65800  8.21195
H  5.67842  -3.83278  9.61259
H  6.42384  -5.98110  11.47715
H  5.02159  -6.06825  10.42744
H  5.37451  -3.89535  12.32172
H  4.40891  -5.34408  12.56911
H  2.05186  -3.32363  11.88585
H  2.84047  -2.49238  10.53386
H  3.49644  -2.38369  12.27734
C  4.93064  2.45481  7.13544
O  4.93498  3.22821  5.95005
C  5.60508  4.47880  5.93041
C  5.30520  5.30032  4.68500
N  6.19284  6.46323  4.72008
C  6.48356  7.00611  3.43068
C  7.18896  8.36311  3.37615
O  8.44170  8.35644  4.05280
C  8.98152  9.67483  4.39276
H  5.92302  2.02649  7.27620
H  4.29473  1.57470  7.03983
H  4.49678  3.00423  7.97091
H  6.65778  4.34765  6.18082
H  5.26556  5.09038  6.76635
H  4.28402  5.67172  4.59922
H  5.61302  4.70715  3.82390
H  5.87068  7.17889  5.35580
H  5.70416  7.00099  2.66869
H  7.15011  6.28625  2.95569
H  6.50857  9.17312  3.63891
H  7.35896  8.43011  2.30157
H  8.44809  10.11568  5.23490
H  9.04943  10.36552  3.55226
H  9.99242  9.59672  4.79286
C  -6.59539  -1.97394  -4.77068
O  -7.11587  -3.23803  -4.63598
C  -6.78175  -3.93312  -3.41834
C  -5.27220  -4.18521  -3.12095
N  -5.07789  -4.80124  -1.82985
C  -3.94010  -5.60604  -1.72431
C  -4.10760  -6.57693  -0.51438
O  -3.02867  -7.47669  -0.43639
C  -3.25968  -8.49777  0.47909
H  -6.83121  -1.29042  -3.95502
H  -7.03420  -1.48491  -5.64039
H  -5.55354  -1.93258  -5.08838
H  -7.39989  -4.82988  -3.37558
H  -7.17800  -3.31775  -2.61062
H  -4.79447  -3.20697  -3.06676
H  -4.80122  -4.69466  -3.96161
H  -5.91785  -5.31077  -1.59547
H  -3.05432  -5.01716  -1.48616
H  -3.76027  -6.25066  -2.58468
H  -5.09521  -7.03364  -0.57875
H  -4.07316  -5.93093  0.36288
H  -2.54985  -9.30873  0.31603
H  -4.28494  -8.86057  0.40614
H  -3.03511  -8.00356  1.42430
C  -1.03924  1.07772  -7.40714
O  -1.26272  0.04798  -8.29685
C  -1.59654  0.56539  -9.63488
C  -0.26525  0.78525  -10.33487
N  -0.21547  1.94807  -11.12044
C  -0.14396  3.22036  -10.40132
C  -0.16044  4.38563  -11.44421
O  -0.35290  5.75087  -11.00651
C  0.73769  6.33930  -10.26639
H  -0.47987  0.66211  -6.56901
H  -1.97381  1.51834  -7.05996
H  -0.34575  1.75726  -7.90253
H  -2.21765  1.46052  -9.60203
H  -2.29824  -0.10328  -10.13347
H  -0.03802  -0.02889  -11.02309
H  0.51644  0.82522  -9.57627
H  0.63194  1.96164  -11.66980
H  0.77134  3.22620  -9.80947
H  -1.04321  3.37667  -9.80549
H  -0.98336  4.16973  -12.12558
H  0.74247  4.39905  -12.05468
H  1.78713  6.37239  -10.55908
H  0.73584  5.96769  -9.24169
H  0.44988  7.39060  -10.26169
C  4.68429  4.60270  -9.09227
O  4.18597  4.28131  -7.79616
C  5.10187  4.63848  -6.71672
C  4.25165  4.59002  -5.45548
N  3.44278  5.77519  -5.56151
C  2.49129  5.82188  -4.43148
C  1.26009  6.60559  -4.99324
O  0.54291  5.53040  -5.61171
C  -0.70676  5.90597  -6.23764
H  4.20807  4.14391  -9.95878
H  5.70861  4.26031  -9.23934
H  4.72368  5.68161  -9.24228
H  5.54706  5.62391  -6.85400
H  5.86466  3.86058  -6.68335
H  4.90417  4.77931  -4.60315
H  3.77414  3.62681  -5.27572
H  2.89354  5.75656  -6.40891
H  2.99295  6.38418  -3.64392
H  2.15811  4.84869  -4.07093
H  1.60611  7.37135  -5.68749
H  0.71238  7.11117  -4.19793
H  -0.48088  6.22897  -7.25389
H  -1.18652  6.72028  -5.69467
H  -1.46997  5.12834  -6.26792
C  -4.81547  3.04486  -0.60205
O  -5.64963  2.73225  0.52196
C  -6.18620  1.36490  0.53656
C  -7.40014  1.32123  1.50964
N  -8.63973  1.65449  0.81048
C  -9.75441  1.65930  1.77010
C  -11.02260  2.35740  1.09558
O  -10.52773  3.59709  0.54661
C  -11.54534  4.64560  0.63763
H  -5.48492  3.20048  -1.44805
H  -4.12719  2.24020  -0.86071
H  -4.24643  3.97379  -0.56487
H  -5.54224  0.52549  0.79882
H  -6.51308  1.14136  -0.47896
H  -7.09939  1.85250  2.41264
H  -7.52732  0.26613  1.75194
H  -8.63148  2.60262  0.46251
H  -9.51245  2.37739  2.55362
H  -9.97480  0.75595  2.33887
H  -11.67372  2.56564  1.94457
H  -11.51573  1.75949  0.32915
H  -12.54610  4.47759  0.23970
H  -11.05185  5.41661  0.04593
H  -11.57510  4.92516  1.69075
C  -0.59358  -6.19061  -10.30538
O  0.15741  -6.34138  -9.12680
C  -0.33595  -7.39780  -8.27060
C  0.68024  -7.53297  -7.13158
N  0.36361  -6.63905  -6.02584
C  1.21223  -6.83307  -4.85176
C  2.71083  -6.68700  -5.07092
O  2.91143  -5.36312  -5.53996
C  2.54897  -4.27731  -4.63707
H  -1.58287  -5.86325  -9.98565
H  -0.56577  -7.13160  -10.85480
H  -0.16414  -5.43043  -10.95793
H  -0.33614  -8.34113  -8.81671
H  -1.35359  -7.23657  -7.91493
H  1.69100  -7.52448  -7.53948
H  0.59520  -8.55061  -6.75044
H  0.57533  -5.71552  -6.37566
H  0.84203  -7.75961  -4.41294
H  0.90743  -6.14455  -4.06365
H  3.01101  -7.39946  -5.83928
H  3.32971  -6.78701  -4.17924
H  3.04406  -3.34877  -4.92132
H  3.02450  -4.48846  -3.67927
H  1.48565  -4.07909  -4.50224
N  1.00221  -0.44110  0.40825
C  1.75066  0.39910  0.96037
N  1.93386  -0.03098  2.17625
O  2.29893  1.30658  0.41246
H  0.98352  -0.27502  -0.58782
H  0.68567  -1.24084  0.93770
H  1.27370  -0.68746  2.56780
H  2.68165  0.36546  2.72737
O  0.06517  -4.22474  4.77504
C  1.01770  -5.19548  5.22528
C  0.69190  -5.70443  6.65080
O  -0.60255  -6.24477  6.55373
H  -0.80076  -4.57297  4.99974
H  1.03727  -5.96741  4.45598
H  1.99677  -4.71661  5.21066
H  0.63603  -4.90991  7.39491
H  1.44581  -6.39486  7.02898
H  -0.58493  -7.02322  7.11525

**Frontier orbital gap**: 8.679 eV
**2S+1**: 1
**Energy**: -3997.6264 hartree
**Max |F|**: 7.71 eV/A



3.
The following is a quantum chemistry calculation of a cluster of 2 separate species, C6H14N2O2 in total in a non-equilibrium geometry, from the OMol25 dataset.

Element x y z (Å)
C  -1.03984  1.22805  -2.25323
N  -1.21370  0.29796  -1.03983
C  -2.56914  0.14268  -0.68809
C  -2.93925  -0.75736  0.39708
O  -3.33696  0.50637  -1.61241
H  -1.72755  0.87814  -3.13236
H  -1.57323  2.14860  -1.89604
H  -0.03912  1.38833  -2.52343
H  -0.27715  -0.00556  -0.67121
H  -2.63536  -0.40486  1.31846
H  -2.25874  -1.67107  0.46651
H  -3.96120  -1.11642  0.33242
C  0.98770  -1.88887  0.85103
N  1.45391  -0.49878  0.71297
C  2.75903  0.00438  0.70588
C  2.80209  1.52743  1.08745
O  3.71727  -0.64690  0.37486
H  1.79931  -2.64671  0.93778
H  0.50349  -2.05430  1.84675
H  0.33123  -2.16749  0.11426
H  0.83243  0.05544  1.17805
H  3.77455  1.77061  1.47768
H  2.59843  2.04924  0.18852
H  2.01179  1.86111  1.82691

**Frontier orbital gap**: 9.895 eV
**2S+1**: 1
**Energy**: -496.9686 hartree
**Energy above the lowest of the compared OMol25 structures with the same formula, charge and spin**: 2.419 eV
**Max |F|**: 5.28 eV/A



4.
The following is a quantum chemistry calculation of an isolated molecule of C4H2ClF3 in a non-equilibrium geometry, from the OMol25 dataset.

Element x y z (Å)
C  -1.16666  -0.41870  -0.00208
C  -1.39710  0.86203  -0.07959
C  0.34075  -0.62284  0.23072
C  1.01398  0.67586  -0.17583
F  0.51431  -0.94709  1.47240
F  0.98735  -1.69199  -0.48752
F  1.12126  0.76452  -1.49160
Cl  2.49483  1.03777  0.62314
H  -1.67088  -1.33711  -0.02979
H  -2.23783  1.67755  -0.05984

**Frontier orbital gap (alpha / beta)**: 8.581 / 8.997 eV
**2S+1**: 1
**Energy**: -913.2330 hartree
**Energy above the lowest of the compared OMol25 structures with the same formula, charge and spin**: 3.578 eV
**Max |F|**: 2.69 eV/A



Please write out number 3 again, unchanged.
The following is a quantum chemistry calculation of a cluster of 2 separate species, C6H14N2O2 in total in a non-equilibrium geometry, from the OMol25 dataset.

Element x y z (Å)
C  -1.03984  1.22805  -2.25323
N  -1.21370  0.29796  -1.03983
C  -2.56914  0.14268  -0.68809
C  -2.93925  -0.75736  0.39708
O  -3.33696  0.50637  -1.61241
H  -1.72755  0.87814  -3.13236
H  -1.57323  2.14860  -1.89604
H  -0.03912  1.38833  -2.52343
H  -0.27715  -0.00556  -0.67121
H  -2.63536  -0.40486  1.31846
H  -2.25874  -1.67107  0.46651
H  -3.96120  -1.11642  0.33242
C  0.98770  -1.88887  0.85103
N  1.45391  -0.49878  0.71297
C  2.75903  0.00438  0.70588
C  2.80209  1.52743  1.08745
O  3.71727  -0.64690  0.37486
H  1.79931  -2.64671  0.93778
H  0.50349  -2.05430  1.84675
H  0.33123  -2.16749  0.11426
H  0.83243  0.05544  1.17805
H  3.77455  1.77061  1.47768
H  2.59843  2.04924  0.18852
H  2.01179  1.86111  1.82691

**Frontier orbital gap**: 9.895 eV
**2S+1**: 1
**Energy**: -496.9686 hartree
**Energy above the lowest of the compared OMol25 structures with the same formula, charge and spin**: 2.419 eV
**Max |F|**: 5.28 eV/A